(1)
An isolated molecule of C4H9NO2, computed with the ωB97M-V functional and the def2-TZVPD basis.

```
! RIJCOSX wB97M-V def2-TZVPD def2/J DEFGRID3
* xyz 0 1
C -2.732 0.360 -0.096
N -1.680 -0.626 0.040
C -0.515 -0.187 0.780
C 0.747 -0.288 -0.069
O 0.787 -0.865 -1.132
O 1.817 0.298 0.484
C 3.030 0.138 -0.266
H -3.076 0.665 0.898
H -3.584 -0.099 -0.603
H -2.446 1.270 -0.651
H -1.366 -0.970 -0.861
H -0.387 -0.845 1.647
H -0.606 0.841 1.167
H 3.806 0.660 0.294
H 2.928 0.569 -1.265
H 3.277 -0.922 -0.366
*
```

Results
Energy above the lowest of the compared OMol25 structures with the same formula, charge and spin   1.276 eV
HOMO-LUMO gap   9.744 eV
SMILES   CNCC(=O)OC
Highest occupied orbital energy   -8.8 eV
E   -9878.7843 eV
E_LUMO   0.904 eV

---

(2)
A structure of composition C19H28InO5S4, computed with the ωB97M-V functional and the def2-TZVPD basis.

```
! RIJCOSX wB97M-V def2-TZVPD def2/J DEFGRID3
* xyz 1 1
In -0.487 -0.199 0.300
C 2.379 -1.035 -1.910
C 3.141 -0.246 -0.856
S 2.233 0.069 0.694
C 2.562 -1.421 1.678
C 1.970 -2.744 1.208
S 0.143 -2.780 1.107
C -0.086 -3.679 -0.467
C -1.499 -3.511 -1.004
S -2.099 -1.804 -1.229
C -1.588 -1.395 -2.920
C -0.096 -1.385 -3.226
S 0.823 -0.142 -2.261
H 2.168 -2.053 -1.589
H 2.963 -1.068 -2.829
H 3.367 0.752 -1.237
H 4.080 -0.737 -0.602
H 2.182 -1.149 2.661
H 3.646 -1.529 1.739
H 2.237 -3.509 1.936
H 2.369 -3.040 0.240
H 0.094 -4.735 -0.269
H 0.656 -3.324 -1.178
H -2.221 -3.967 -0.327
H -1.587 -4.003 -1.973
H -2.008 -0.401 -3.074
H -2.096 -2.099 -3.578
H 0.025 -1.107 -4.272
H 0.362 -2.360 -3.072
C -2.912 1.173 3.407
C -2.252 -0.150 3.046
C -2.811 -1.317 3.848
O -2.462 -0.432 1.633
C -0.736 -0.032 3.350
O -0.374 0.024 4.504
O 0.065 -0.002 2.324
H -3.998 1.097 3.315
H -2.540 1.968 2.755
H -2.665 1.433 4.433
H -3.898 -1.352 3.765
H -2.528 -1.201 4.891
H -2.398 -2.258 3.481
H -3.004 0.283 1.271
O -1.370 1.572 -1.995
C -0.870 2.200 -1.053
O -1.052 1.809 0.180
C 0.025 3.363 -1.269
C 0.822 3.825 -0.221
C 1.755 4.823 -0.452
C 1.888 5.366 -1.723
C 1.089 4.912 -2.765
C 0.164 3.907 -2.544
H 0.709 3.392 0.763
H 2.371 5.178 0.364
H 2.618 6.143 -1.906
H 1.190 5.345 -3.752
H -0.459 3.531 -3.345
*
```

Results
Energy above the lowest of the compared OMol25 structures with the same formula, charge and spin   0.751 eV
HOMO-LUMO gap   8.614 eV
Highest occupied orbital energy   -11.8 eV
E   -78906.7315 eV
E_LUMO   -3.150 eV